1.
Entry from the Open Molecules 2025 dataset: C16H43N3O8PbZn as an isolated structure (wB97M-V/def2-TZVPD).

```
! RIJCOSX wB97M-V def2-TZVPD def2/J DEFGRID3
* xyz 1 2
H -1.07 2.33 4.01
C -2.15 2.18 4.02
H 5.49 -3.66 -0.76
C -5.42 -1.36 -3.66
O -2.70 -3.18 -0.32
C 1.75 1.53 0.23
O 4.40 4.73 -1.71
H -5.22 0.06 -1.38
H -3.04 -3.36 -1.22
O 3.43 3.10 -0.68
H -6.13 -2.18 -3.60
C 2.38 -2.79 1.63
H 3.84 1.85 0.92
H -4.85 -1.59 -4.56
C 2.24 -2.21 3.01
H -0.94 -1.66 -2.91
C -1.00 -0.64 -2.53
H 6.27 4.93 -2.44
C 4.55 3.92 -0.66
C -2.34 2.57 -0.93
H 4.67 -5.10 -1.31
H 5.41 -5.10 0.33
H -2.41 1.53 4.86
H 2.39 -1.16 3.25
O -2.26 -0.27 -1.96
H -3.16 2.46 -1.64
C 5.49 5.59 -2.06
H 2.23 -2.01 0.89
C -4.30 -1.29 -2.61
N -4.91 -0.91 -1.37
H -3.27 -0.03 3.42
H -0.86 2.03 1.37
C 4.89 -4.51 -0.43
N -2.68 0.32 2.67
H 1.04 1.96 -0.47
H -0.04 -0.84 1.29
H 1.14 1.60 1.13
C -3.22 -0.24 -2.98
H 4.58 -2.61 1.28
H 2.75 -2.84 3.74
H -3.71 2.10 2.58
H -2.46 3.63 -0.71
H 6.04 6.07 -1.25
C -1.92 2.27 1.43
H -1.37 2.44 -1.40
C 3.03 2.40 0.46
O -0.65 -1.37 0.74
H -0.14 -0.57 -1.87
H -3.93 -2.29 -2.37
H -5.78 -1.42 -1.26
H 2.01 0.56 -0.17
H -2.62 3.14 4.23
H -6.04 -0.48 -3.84
Zn -0.64 -3.23 0.37
H 1.34 -4.38 2.11
H 1.56 -4.24 0.57
H 1.23 -2.38 3.39
C 3.81 -3.38 1.36
H -2.90 -0.43 -4.01
H -1.79 0.05 3.06
O -2.51 1.73 0.28
H -3.71 0.73 -3.05
O 3.67 -4.00 0.13
Pb -3.02 -0.86 0.43
O 5.47 3.82 0.19
H -1.97 3.36 1.36
N 1.24 -3.71 1.36
H 5.29 6.44 -2.72
H -0.79 0.06 -3.35
H 4.06 -4.10 2.15
C -2.68 1.76 2.66
H 2.89 3.14 1.26
*
```

For the HOMO-LUMO gap (alpha / beta), the calculation gives 4.92 / 8.77 eV.

2.
Entry from the Open Molecules 2025 dataset: C16H43N7O5P2RhS as an isolated structure (wB97M-V/def2-TZVPD).

```
! RIJCOSX wB97M-V def2-TZVPD def2/J DEFGRID3
* xyz 3 1
H -2.90 -0.23 -1.16
C 2.83 -2.06 -1.75
H 0.43 -0.85 5.51
H -0.32 4.17 -2.65
H -3.77 -3.10 -0.57
O 1.10 -1.09 2.55
H 2.12 0.55 -5.05
H 1.90 -2.48 -1.38
H 3.63 -2.30 -1.05
H -3.28 0.29 1.04
H 2.94 4.60 0.10
H 1.73 4.06 2.38
N -3.21 -0.71 0.84
C -3.47 -0.96 -0.58
C -4.08 -1.45 1.76
H 2.32 -1.20 3.60
H -2.35 3.31 -1.22
H 3.74 1.14 -2.22
H 4.03 3.27 0.52
O 1.42 1.50 -1.36
O -0.06 1.21 0.76
C 1.94 3.02 2.13
H -3.00 -1.16 3.62
N -1.72 -2.73 -0.41
C -3.33 -1.98 2.98
C 1.49 1.18 -4.40
N 2.02 2.79 0.71
H -2.07 -5.15 1.95
H 4.16 -0.20 -3.31
H -4.53 -0.85 -0.82
H 3.11 -0.14 4.73
C -1.70 3.39 -0.35
H 1.16 2.38 2.53
C 3.88 0.07 -2.28
N 2.38 -0.84 4.63
C 0.36 -0.52 3.38
H -3.98 -2.64 3.56
P 1.16 0.03 -1.96
H 3.14 3.21 -1.01
H -0.12 5.30 -1.31
H -4.55 -2.27 1.23
H -3.05 -2.47 -2.05
O 0.15 -0.77 -1.25
C -3.04 -2.39 -0.96
C -1.61 -4.09 0.13
N -0.32 3.29 -0.76
S -1.79 -2.87 2.60
C 1.01 -0.30 4.77
H -3.42 -4.16 1.37
N 2.69 -0.63 -1.86
Rh -0.89 -1.02 0.99
H 4.71 -0.22 -1.63
C 0.15 4.31 -1.68
H 2.90 2.76 2.58
H 0.20 -1.15 -4.88
N 0.68 0.39 -3.51
H -1.91 2.59 0.34
H 0.85 1.77 -5.05
O -0.81 -0.19 3.18
H 2.13 1.85 -3.83
C 3.08 3.52 0.04
H -0.55 -4.31 0.27
H -1.02 -2.59 -1.13
H 1.00 0.75 5.05
H 2.59 -1.61 5.28
H -1.89 4.36 0.13
H -4.89 -0.80 2.13
C -2.33 -4.21 1.47
H 3.07 -2.52 -2.71
H -2.03 -4.82 -0.57
H 1.23 4.25 -1.80
H -0.80 -1.06 -3.41
C -0.28 -0.47 -4.17
P 0.69 2.16 -0.06
H -1.00 0.13 -4.71
*
```

For the HOMO-LUMO gap (alpha / beta), the calculation gives 4.19 / 4.36 eV.

3.
Entry from the Open Molecules 2025 dataset: a 8-piece molecular cluster, C16H44BrN17O13PS overall (wB97M-V/def2-TZVPD).

```
! RIJCOSX wB97M-V def2-TZVPD def2/J DEFGRID3
* xyz -1 1
N 1.70 0.45 -5.55
H -11.40 3.75 -4.08
H 6.28 2.95 9.11
H -1.98 1.01 -6.26
H -1.23 -2.14 -5.77
H -4.47 0.39 4.44
N 5.51 0.39 -4.48
N -6.26 0.72 -3.76
H -8.40 2.64 -1.66
Br -5.48 -2.58 -3.93
H 1.63 1.10 1.12
C -4.02 -2.63 -6.46
H 4.51 0.24 -4.47
C 6.23 0.31 11.43
C 2.41 -0.49 0.15
C -3.65 0.48 2.53
C -2.02 -1.67 -2.21
C 0.98 -0.57 -6.41
O 6.55 1.35 10.87
O -2.33 -3.30 -7.88
H 7.39 1.19 8.13
H -1.64 0.57 -1.57
N -3.36 1.78 2.69
H -3.43 -3.68 -3.72
H -4.48 -1.08 3.52
N -4.25 -0.10 3.60
N 6.56 0.98 7.61
H -0.40 -0.75 -0.79
H -1.36 -3.53 -7.66
N 1.01 0.30 4.39
C 2.32 -1.82 -5.04
H 5.96 0.65 -5.34
C -1.94 -0.07 -6.73
O 2.37 1.96 3.71
H 2.79 -2.79 -4.57
C 5.41 1.68 7.71
H 4.63 3.26 8.69
H -2.92 2.25 1.92
P -3.52 -1.73 -4.80
N 2.10 1.58 5.91
C 1.86 1.32 4.61
O 1.35 -1.99 -6.14
N -10.51 3.30 -3.95
H 4.41 0.14 10.58
H -4.20 -1.03 -2.39
C 6.16 0.23 -3.31
O 4.41 1.40 7.08
O -4.31 -0.30 -5.41
H -8.32 2.25 -3.35
S -0.30 -0.10 -7.72
N 3.56 -1.19 0.05
H -1.65 -3.31 -1.15
H 6.80 -1.17 12.78
O -3.39 -0.14 1.51
N 2.49 -0.35 -4.74
H -3.57 2.31 3.52
H 0.80 0.08 3.43
C -3.22 -0.95 -3.07
N 7.04 -0.32 12.31
H 0.58 -0.23 5.12
C -1.85 -1.15 -5.50
H 4.77 -1.15 11.69
O -3.03 -3.70 -6.83
N -8.81 2.67 -2.58
H 2.73 2.34 6.12
H 4.39 -0.98 0.56
H -4.24 -1.88 -7.34
O -2.75 -3.26 -4.35
C -10.01 3.29 -2.70
N 7.48 0.45 -3.37
N 5.47 2.71 8.58
H 6.56 0.19 6.97
H -1.19 -0.62 -4.65
N 5.05 -0.30 11.23
O -10.58 3.79 -1.75
H -10.05 2.89 -4.74
H -5.04 -3.22 -6.28
H -2.77 -0.28 -7.52
H 3.56 -1.97 -0.59
H -3.03 0.22 -3.23
O 1.41 -0.76 -0.49
O -2.51 -2.80 -1.35
N 2.47 0.54 1.01
O 5.59 -0.08 -2.27
H 3.28 0.79 1.55
H 7.97 0.70 -4.21
C -1.50 -0.52 -1.12
H 1.69 1.07 6.67
H 8.01 0.34 -2.52
H -1.07 -1.95 -2.84
C -5.53 0.03 -4.61
H -2.21 -0.55 -0.17
H 7.94 0.11 12.49
*
```

For the HOMO-LUMO gap, the calculation gives 5.99 eV.

> Which formula does entry 2 have?

C16H43N7O5P2RhS